DFT (ωB97M-V with the def2-TZVPD basis set) results for a cluster of 12 separate species, H24O12 in total at a distorted geometry.

Each atom is followed by the atoms it is bonded to, with distances in Å.
CARTESIAN COORDINATES (ANGSTROEM)
1 O -0.088 -0.167 0.820  H2 0.964, H3 0.964
2 H -0.565 -0.623 0.117  O1 0.964
3 H -0.778 0.290 1.314  O1 0.964
4 O 1.875 -0.884 -2.494  H5 0.964, H6 0.964
5 H 1.971 -1.458 -3.262  O4 0.964
6 H 2.335 -1.356 -1.790  O4 0.964
7 O -0.405 0.673 -2.418  H8 0.964, H9 0.964
8 H 0.007 -0.104 -2.812  O7 0.964
9 H -0.346 0.514 -1.469  O7 0.964
10 O -2.923 1.646 -0.661  H11 0.964, H12 0.964
11 H -2.295 2.327 -0.925  O10 0.964
12 H -2.642 1.399 0.227  O10 0.964
13 O -3.251 -3.860 0.728  H14 0.964, H15 0.964
14 H -3.663 -4.155 1.548  O13 0.964
15 H -2.595 -4.539 0.538  O13 0.964
16 O 0.751 -2.306 -1.011  H17 0.964, H18 0.964
17 H 0.496 -1.574 -1.584  O16 0.964
18 H 0.289 -2.128 -0.184  O16 0.964
19 O 0.756 3.412 0.818  H20 0.964, H21 0.964
20 H 0.840 4.284 0.414  O19 0.964
21 H 0.128 2.951 0.251  O19 0.964
22 O -1.771 -1.238 -1.208  H23 0.964, H24 0.964
23 H -2.518 -1.743 -1.547  O22 0.964
24 H -2.179 -0.525 -0.704  O22 0.964
25 O 1.904 -1.029 3.400  H26 0.964, H27 0.964
26 H 1.667 -0.465 4.145  O25 0.964
27 H 1.086 -1.108 2.897  O25 0.964
28 O -2.685 3.252 0.953  H29 0.964, H30 0.964
29 H -2.393 2.918 1.809  O28 0.964
30 H -3.372 3.891 1.172  O28 0.964
31 O 3.246 -1.077 1.056  H32 0.964, H33 0.964
32 H 4.202 -1.097 0.935  O31 0.964
33 H 3.127 -0.679 1.926  O31 0.964
34 O 3.260 1.601 -1.386  H35 0.964, H36 0.964
35 H 2.504 1.468 -0.803  O34 0.964
36 H 4.024 1.493 -0.809  O34 0.964

Calculated values
- SMILES string = O.O.O.O.O.O.O.O.O.O.O.O
- relative energy (zero: lowest compared OMol25 entry of this formula, charge and spin) (kcal/mol) = 86.0
- molar mass (g/mol) = 216.2

Here are the Löwdin charges for atoms 1 to 2, given in e: -0.03, -0.02